1.
{"formula": "C27H29BBr33N4O4PS", "method": "ωB97M-V/def2-TZVPD", "mol_weight_g_mol": 3184.238, "lumo_energy_ev": -1.61, "e_tot_ev": -2374810.0710, "max_force_ha_per_bohr": 0.107, "homo_ev": -8.350, "gap_ev": 6.74, "symbols": ["C", "O", "B", "O", "C", "C", "C", "P", "N", "O", "C", "N", "S", "N", "C", "C", "C", "C", "C", "O", "N", "C", "C", "C", "C", "C", "C", "H", "H", "H", "H", "H", "H", "H", "H", "H", "H", "H", "H", "H", "H", "H", "H", "H", "H", "C", "Br", "Br", "Br", "H", "C", "Br", "Br", "Br", "H", "C", "Br", "Br", "Br", "H", "C", "Br", "Br", "Br", "H", "C", "Br", "Br", "Br", "H", "C", "Br", "Br", "Br", "H", "C", "Br", "Br", "Br", "H", "C", "Br", "Br", "Br", "H", "C", "Br", "Br", "Br", "H", "C", "Br", "Br", "Br", "H", "C", "Br", "Br", "Br", "H"], "coordinates": [[2.369, 1.583, 7.333], [1.099, 1.817, 6.622], [1.376, 1.387, 5.248], [2.587, 1.937, 4.654], [0.365, 0.354, 4.528], [-0.224, -0.815, 5.434], [-1.246, -1.864, 4.888], [-2.001, -3.243, 5.982], [-2.839, -2.376, 7.312], [-0.774, -4.252, 6.622], [-1.733, -1.826, 3.385], [-2.651, -2.723, 2.704], [-2.726, -2.062, 1.114], [-1.683, -0.707, 1.231], [-1.107, -0.627, 2.550], [-0.096, 0.456, 3.029], [0.486, 1.669, 2.184], [0.279, 1.575, 0.598], [1.165, 2.780, -0.039], [0.615, 3.874, -0.375], [2.609, 2.513, -0.156], [2.983, 1.931, -1.454], [4.485, 1.475, -1.601], [4.932, 0.867, -2.958], [3.951, 0.668, -4.176], [2.474, 1.105, -3.994], [1.997, 1.729, -2.638], [2.823, 0.607, 6.924], [2.197, 1.512, 8.467], [3.122, 2.448, 7.183], [2.444, 2.899, 4.456], [0.064, -0.896, 6.535], [-3.616, -1.859, 6.846], [-2.174, -1.620, 7.577], [-0.935, -5.131, 6.191], [0.070, 2.659, 2.604], [1.632, 1.675, 2.364], [0.696, 0.589, 0.198], [-0.829, 1.745, 0.315], [3.192, 3.320, 0.109], [5.256, 1.582, -0.761], [6.016, 0.522, -3.098], [4.304, 0.218, -5.165], [1.735, 0.994, -4.870], [0.898, 2.021, -2.578], [-3.020, 4.127, -1.353], [-2.829, 2.328, -0.658], [-4.210, 4.195, -2.881], [-3.548, 5.377, 0.032], [-2.036, 4.436, -1.703], [8.016, -2.081, -4.987], [8.272, -3.864, -4.269], [6.825, -2.083, -6.516], [7.435, -0.830, -3.620], [8.987, -1.737, -5.341], [2.445, 6.751, -1.301], [1.835, 7.829, 0.192], [2.793, 7.834, -2.874], [3.977, 5.660, -0.826], [1.634, 6.069, -1.554], [0.119, 7.875, 3.478], [-1.235, 6.944, 2.449], [-0.106, 9.800, 3.392], [0.198, 7.238, 5.309], [1.081, 7.646, 3.020], [-6.459, 1.107, -4.830], [-5.096, -0.231, -5.165], [-6.738, 1.394, -2.931], [-6.086, 2.767, -5.765], [-7.393, 0.719, -5.233], [2.897, -1.464, -8.505], [3.355, -0.966, -6.685], [3.548, -0.166, -9.791], [3.489, -3.261, -8.930], [1.810, -1.462, -8.572], [-0.931, -8.598, 4.605], [-0.099, -8.345, 6.341], [-1.901, -7.018, 4.037], [0.347, -9.178, 3.267], [-1.660, -9.397, 4.716], [-2.406, 7.404, -5.604], [-3.365, 5.738, -5.854], [-3.522, 8.768, -4.794], [-0.762, 7.131, -4.610], [-2.128, 7.766, -6.593], [3.143, -12.318, 4.678], [2.227, -14.018, 4.486], [2.004, -10.973, 5.487], [4.824, -12.508, 5.629], [3.383, -11.971, 3.674], [-9.134, 3.594, -8.991], [-9.881, 5.249, -8.310], [-7.239, 3.761, -9.371], [-9.505, 2.097, -7.813], [-9.631, 3.385, -9.937], [-3.566, -10.650, 1.965], [-2.183, -11.962, 1.609], [-3.845, -10.392, 3.867], [-3.228, -8.975, 1.043], [-4.495, -11.050, 1.562]], "lowdin_charge": [-0.09, -0.06, -0.49, 0.05, 0.02, 0.01, -0.26, 0.83, -0.21, -0.36, -0.29, -0.27, 0.93, -0.28, -0.19, -0.03, -0.14, -0.14, -0.36, 0.02, 0.03, -0.19, 0.00, -0.11, -0.13, -0.07, -0.01, 0.11, 0.11, 0.11, 0.13, 0.11, 0.03, 0.01, -0.03, 0.14, 0.12, 0.13, -0.03, 0.04, 0.10, -0.12, -0.07, 0.08, 0.09, -1.56, 0.66, 0.51, 0.56, -0.03, -1.57, 0.57, 0.56, 0.71, -0.03, -1.58, 0.59, 0.56, 0.62, -0.04, -1.64, 0.52, 0.56, 0.56, -0.08, -1.59, 0.57, 0.55, 0.51, -0.04, -1.58, 0.67, 0.57, 0.56, -0.03, -1.60, 0.57, 0.55, 0.52, -0.12, -1.60, 0.52, 0.57, 0.54, -0.03, -1.60, 0.55, 0.51, 0.56, -0.03, -1.61, 0.56, 0.54, 0.55, -0.03, -1.58, 0.56, 0.62, 0.56, -0.03]}


2.
{"formula": "C27H29BrN4O2SSe2SiW", "method": "ωB97M-V/def2-TZVPD", "mol_weight_g_mol": 923.372, "lumo_energy_ev": [-7.73, -7.64], "e_tot_ev": -259785.1417, "max_force_ha_per_bohr": 0.041, "total_charge": 2, "de_lowest_kcal_mol": 65.4, "homo_ev": [-13.381, -13.407], "gap_ev": [5.65, 5.77], "symbols": ["W", "Br", "C", "C", "C", "C", "C", "C", "N", "C", "C", "C", "C", "C", "C", "N", "H", "H", "H", "H", "H", "H", "H", "H", "H", "C", "C", "C", "C", "C", "C", "C", "S", "O", "O", "N", "C", "C", "C", "C", "C", "N", "H", "H", "H", "H", "H", "H", "H", "H", "H", "H", "H", "C", "Si", "C", "C", "Se", "H", "H", "H", "H", "H", "H", "H", "H", "H", "Se"], "coordinates": [[-0.210, -0.417, -0.251], [5.873, -2.010, -4.987], [4.249, -2.092, -4.053], [3.658, -0.924, -3.593], [2.484, -0.991, -2.862], [1.885, -2.220, -2.608], [2.477, -3.387, -3.093], [3.656, -3.326, -3.811], [0.701, -2.267, -1.811], [-0.096, -3.250, -1.861], [-1.292, -3.253, -1.014], [-2.230, -4.258, -1.166], [-3.437, -4.181, -0.489], [-3.646, -3.114, 0.366], [-2.652, -2.167, 0.512], [-1.489, -2.214, -0.164], [4.105, 0.034, -3.819], [2.018, -0.074, -2.531], [2.050, -4.360, -2.888], [4.114, -4.231, -4.185], [0.014, -4.076, -2.560], [-2.015, -5.082, -1.833], [-4.197, -4.937, -0.632], [-4.565, -3.006, 0.924], [-2.761, -1.348, 1.208], [0.986, 6.259, 3.482], [0.966, 4.782, 3.232], [2.151, 4.062, 3.072], [2.140, 2.711, 2.793], [0.910, 2.065, 2.666], [-0.288, 2.747, 2.852], [-0.246, 4.097, 3.145], [1.042, 0.404, 2.172], [-0.186, -0.442, 2.038], [2.066, -0.201, 2.956], [1.511, 0.469, 0.488], [2.308, -0.742, 0.383], [3.682, -0.769, 0.292], [4.272, -2.020, 0.380], [3.472, -3.148, 0.557], [2.099, -3.016, 0.604], [1.525, -1.811, 0.516], [1.987, 6.612, 3.719], [0.321, 6.526, 4.303], [0.640, 6.793, 2.595], [3.101, 4.570, 3.173], [3.067, 2.164, 2.699], [-1.229, 2.222, 2.811], [-1.172, 4.631, 3.319], [4.244, 0.147, 0.180], [5.348, -2.119, 0.337], [3.914, -4.128, 0.671], [1.444, -3.867, 0.732], [-4.315, 0.832, -1.883], [-4.013, 1.962, -0.451], [-3.620, 3.728, -0.805], [-4.947, 1.612, 1.100], [-1.823, 1.189, 0.378], [-5.026, 1.265, -2.592], [-4.718, -0.125, -1.544], [-3.382, 0.649, -2.415], [-4.525, 4.264, -1.104], [-2.893, 3.814, -1.613], [-3.215, 4.219, 0.081], [-6.011, 1.814, 0.942], [-4.603, 2.240, 1.922], [-4.847, 0.568, 1.402], [-0.832, 0.122, -2.385]], "lowdin_charge": [1.01, 0.83, -0.68, -0.10, -0.06, -0.27, -0.01, -0.10, -0.06, -0.10, -0.23, 0.03, 0.01, 0.00, -0.11, -0.05, 0.11, 0.06, 0.12, 0.11, 0.14, 0.13, 0.13, 0.13, 0.08, -0.02, -0.23, 0.00, -0.04, -0.31, -0.09, -0.01, 0.69, -0.48, -0.22, -0.22, -0.48, 0.02, 0.01, 0.00, -0.08, -0.02, 0.09, 0.09, 0.10, 0.13, 0.12, 0.06, 0.13, 0.14, 0.13, 0.13, 0.13, -0.21, 0.39, -0.20, -0.21, 0.55, 0.05, 0.04, -0.07, 0.05, 0.05, 0.04, 0.06, 0.05, 0.03, 0.47]}


3.
{"formula": "C27H29CdN9O5PS4", "method": "ωB97M-V/def2-TZVPD", "mol_weight_g_mol": 831.241, "lumo_energy_ev": [3.89, 3.89], "e_tot_ev": -109317.7763, "max_force_ha_per_bohr": 0.043, "total_charge": -2, "de_lowest_kcal_mol": 45.1, "spin_multiplicity": 2, "homo_ev": [-0.318, -2.599], "gap_ev": [4.21, 6.49], "symbols": ["Cd", "C", "C", "O", "P", "S", "S", "O", "C", "C", "H", "H", "H", "H", "H", "H", "H", "H", "H", "H", "N", "C", "C", "C", "C", "C", "C", "S", "O", "O", "N", "C", "N", "C", "C", "C", "N", "H", "H", "H", "H", "H", "H", "H", "H", "H", "N", "C", "C", "C", "C", "C", "N", "C", "H", "H", "H", "H", "N", "C", "S", "C", "C", "C", "N", "C", "C", "H", "H", "H", "H", "H", "H", "O", "C", "N"], "coordinates": [[-0.213, 1.045, 0.500], [1.239, -4.577, -2.000], [0.752, -3.438, -2.880], [-0.253, -2.702, -2.218], [0.111, -1.197, -1.687], [-1.659, -0.580, -1.000], [1.947, -1.060, -0.993], [0.301, -0.442, -3.155], [-0.751, -0.460, -4.095], [-0.162, -0.341, -5.494], [2.076, -5.092, -2.469], [0.428, -5.277, -1.822], [1.548, -4.157, -1.047], [0.307, -3.815, -3.812], [1.590, -2.775, -3.130], [-1.432, 0.376, -3.901], [-1.326, -1.389, -3.991], [0.409, 0.580, -5.573], [-0.962, -0.328, -6.232], [0.505, -1.178, -5.694], [1.609, -5.315, 6.419], [1.174, -4.513, 5.359], [1.550, -4.813, 4.051], [1.068, -4.061, 2.999], [0.225, -2.993, 3.241], [-0.166, -2.693, 4.532], [0.310, -3.447, 5.590], [-0.411, -1.997, 1.871], [-1.813, -1.804, 2.155], [-0.088, -2.719, 0.662], [0.297, -0.553, 1.904], [1.588, -0.430, 2.158], [2.233, -1.369, 2.876], [3.497, -1.149, 3.168], [4.177, -0.009, 2.779], [3.436, 0.894, 2.020], [2.178, 0.706, 1.715], [2.478, -5.797, 6.238], [1.603, -4.850, 7.314], [2.227, -5.639, 3.874], [1.355, -4.265, 1.979], [-0.831, -1.859, 4.691], [0.021, -3.216, 6.607], [3.973, -1.930, 3.756], [5.209, 0.166, 3.039], [3.884, 1.809, 1.646], [-5.501, 5.165, -1.094], [-5.060, 4.286, -0.487], [-4.559, 3.214, 0.255], [-5.394, 2.463, 1.109], [-4.839, 1.408, 1.797], [-3.491, 1.102, 1.622], [-2.699, 1.817, 0.821], [-3.205, 2.839, 0.174], [-6.443, 2.714, 1.210], [-5.445, 0.810, 2.465], [-3.033, 0.252, 2.111], [-2.523, 3.405, -0.447], [-0.134, 5.353, -5.386], [0.912, 5.072, -4.508], [2.351, 5.905, -4.757], [0.722, 4.099, -3.495], [-0.469, 3.339, -3.375], [-0.626, 2.474, -2.324], [0.298, 2.258, -1.381], [1.450, 2.940, -1.498], [1.696, 3.844, -2.499], [0.016, 6.210, -5.897], [-1.063, 5.278, -4.993], [-1.257, 3.418, -4.110], [-1.548, 1.910, -2.216], [2.179, 2.734, -0.722], [2.624, 4.394, -2.547], [-0.011, 3.934, 3.749], [-0.062, 3.292, 2.750], [-0.122, 2.723, 1.727]], "lowdin_spin": [0.00, 0.00, 0.00, 0.00, 0.00, 0.00, 0.00, 0.00, 0.00, 0.00, 0.00, 0.00, 0.00, 0.00, 0.00, 0.00, 0.00, 0.00, 0.00, 0.00, 0.00, 0.00, 0.00, 0.00, 0.00, 0.00, 0.00, 0.00, 0.00, 0.00, 0.00, 0.00, 0.00, 0.00, 0.00, 0.00, 0.00, 0.00, 0.00, 0.00, 0.00, 0.00, 0.00, 0.00, 0.00, 0.00, 0.00, 0.00, 0.00, 0.00, 0.00, 0.00, 0.00, 0.00, 0.00, 0.00, 0.00, 0.00, 0.07, 0.22, 0.20, 0.12, 0.08, 0.02, 0.14, 0.03, 0.08, 0.01, 0.01, 0.01, 0.00, 0.00, 0.01, 0.00, 0.00, 0.00]}